Entry 1:
Molecular formula: C4H7NO2
Method: DFT, ωB97M-V/def2-TZVPD

```
14
Properties=species:S:1:pos:R:3:forces:R:3:nbo_charge:R:1
N 0.7856 -2.3054 -1.8338 0.365 -0.833 -3.730 -0.583
C 0.6103 -2.0607 -0.6873 0.465 0.197 2.127 0.320
C 0.9004 -1.8799 0.5577 -0.212 -0.328 3.085 -0.096
O 0.3271 -0.8493 1.3388 1.545 -0.481 0.605 -0.698
H 0.1792 -2.9802 -2.2844 -0.452 0.158 -0.145 0.367
H 1.3715 -2.7747 1.0998 -0.544 1.545 -0.843 0.203
H 1.0515 -0.5406 1.9540 -1.238 -0.304 -1.119 0.488
C -1.1537 1.5294 -0.3664 -0.802 -0.050 0.318 -0.731
C -0.1365 2.4165 0.2410 0.840 0.079 1.646 0.435
O 0.9539 2.0856 0.6450 -0.022 -0.099 -0.638 -0.531
H -0.8184 0.6014 -0.8421 0.182 0.680 -0.346 0.247
H -1.7253 1.1531 0.4887 0.000 0.087 0.248 0.255
H -1.8762 2.1714 -0.8775 0.140 -0.485 -0.587 0.223
H -0.4696 3.4335 0.5666 -0.265 -0.166 -0.621 0.101
```
Positions in Å, forces in eV/Å.

Output
Energy relative to the best compared isomer or geometry (same formula, charge and spin): 3.8050 eV
Electronic energy: -9843.475 eV
LUMO: 0.655 eV
Molecular weight: 101.10 g mol⁻¹
Structure (SMILES): N=C=CO.CC=O
Gap between HOMO and LUMO: 9.065 eV



Entry 2:
Molecular formula: C35H40N5O7
Method: DFT, ωB97M-V/def2-TZVPD

```
87
Properties=species:S:1:pos:R:3:forces:R:3:mulliken_charge:R:1
C 3.3937 -1.2314 3.5352 -0.299 0.177 0.512 -0.986
C 3.3308 -1.0605 1.9358 -0.328 0.210 0.572 -0.275
C 1.8235 -1.2138 1.4011 -0.663 -1.062 0.658 0.443
C 1.7278 -2.0855 0.0471 1.997 0.404 1.014 -1.203
O 0.4950 -1.8515 -0.7236 0.721 -0.035 -0.175 -0.163
N -0.5902 -1.9295 0.0679 -2.343 0.886 1.093 0.726
N -0.7508 -3.0456 0.8289 -3.229 -2.593 3.559 -0.400
C -1.9261 -3.0171 1.6622 2.251 5.977 -5.171 -0.303
N -2.4782 -1.7337 1.3125 0.931 -1.402 -0.116 -0.123
C -1.7009 -1.0367 0.3123 1.531 -4.080 2.113 -0.147
N -1.9123 0.1413 -0.2806 0.300 -0.001 -0.349 0.872
C -1.0307 0.8026 -1.2862 2.624 -0.134 -0.966 -0.555
C 0.2620 1.5241 -0.6794 3.772 1.932 1.670 0.569
C 1.7172 1.0359 -1.0243 0.177 2.359 1.742 -0.037
C 3.0030 1.7287 -0.4738 -2.762 1.466 1.278 -0.977
C 2.9113 2.9586 0.4801 -4.009 -1.566 -1.282 -0.472
C 1.4915 3.4684 0.8366 0.539 -2.997 -2.391 -0.869
C 0.2041 2.7826 0.2634 2.147 -0.400 -0.118 0.755
C -1.1909 3.4564 0.6895 0.367 -1.007 -1.006 -0.993
N -3.0600 0.8496 0.1290 -0.971 -0.019 -0.633 -0.519
C -4.3310 0.2279 -0.3871 -1.950 0.965 -0.380 -0.294
C -5.4307 0.3290 0.7880 -0.028 -0.123 0.401 -0.578
C -5.9655 -1.0823 1.3315 0.132 0.871 0.890 -0.852
H 2.3845 -0.9800 4.0437 1.579 -0.314 -0.948 0.198
H 4.1603 -0.5177 3.9861 -0.948 -0.998 -0.664 0.357
H 3.6745 -2.2869 3.8824 -0.403 1.426 -0.724 0.257
H 3.9942 -1.8573 1.4582 -0.771 1.209 0.489 0.371
H 3.7132 -0.0024 1.6963 -0.527 -1.782 0.047 0.064
H 1.2664 -0.2091 1.3380 1.061 -1.481 -0.240 0.043
H 1.2494 -1.8233 2.2029 0.868 0.978 -1.139 0.193
H 1.8229 -3.2162 0.2524 -0.212 1.704 -0.204 0.372
H 2.6353 -1.8297 -0.6217 -1.911 -0.257 0.680 0.416
H -0.1840 -3.8980 0.9000 0.416 1.092 -1.005 0.274
H -2.2852 -3.8237 2.3737 0.563 1.359 -1.136 0.387
H -0.6435 -0.0069 -2.0164 -0.604 1.339 1.213 -0.566
H -1.5599 1.5763 -1.9438 0.066 -1.315 1.306 0.634
H 1.9132 0.1208 -1.6979 -0.630 1.692 1.111 0.333
H 4.0601 1.3408 -0.7110 -2.032 0.523 0.186 0.482
H 3.7930 3.5173 0.9405 -1.208 -1.135 -0.996 0.380
H 1.3753 4.3798 1.5145 0.096 -1.511 -1.115 0.272
H -1.8106 2.7094 1.2907 0.838 1.081 -0.705 0.171
H -1.0782 4.4203 1.2842 0.045 -1.358 -0.942 0.418
H -1.7529 3.6617 -0.3032 0.710 -0.063 1.658 0.230
H -3.0141 1.7761 -0.3329 0.373 -0.869 0.674 0.078
H -4.7188 0.9032 -1.2465 0.644 -1.214 1.165 0.380
H -4.2107 -0.8119 -0.8384 0.087 1.295 0.951 0.302
H -6.3009 1.0147 0.4644 1.310 -1.255 0.385 0.336
H -4.9300 0.8625 1.6837 -0.706 -0.826 -1.523 0.249
H -6.6836 -0.8417 2.2069 0.938 -0.547 -1.547 0.338
H -6.5051 -1.7002 0.5401 0.836 0.788 1.102 0.303
H -5.0804 -1.6333 1.8186 -1.376 0.610 -1.054 0.073
C 4.5652 2.8739 -4.7356 -0.262 0.130 0.260 -0.407
C 4.4473 3.4432 -3.5348 -0.211 -0.144 -0.345 -0.186
C 5.6294 3.6834 -2.6838 0.056 0.079 0.104 0.363
O 5.5224 4.1961 -1.5896 -0.030 -0.015 0.141 -0.554
C 6.9474 3.2723 -3.2128 0.210 -0.133 -0.211 -0.421
C 7.0655 2.7041 -4.4133 0.181 0.097 0.290 -0.344
C 5.8827 2.4624 -5.2659 0.075 -0.209 -0.500 0.321
O 5.9887 1.9457 -6.3614 -0.053 0.129 0.334 -0.539
H 3.7096 2.6888 -5.3732 0.037 -0.006 -0.042 0.466
H 3.4902 3.7512 -3.1320 0.032 0.015 0.040 0.455
H 7.8025 3.4569 -2.5746 -0.034 0.026 0.019 0.428
H 8.0227 2.3964 -4.8155 -0.038 -0.002 -0.036 0.415
C -1.5117 -1.6686 -4.1378 0.308 0.220 -0.033 -0.175
C -0.6305 -0.9323 -4.8155 -0.080 -0.166 0.404 -0.329
C -0.8726 -0.5496 -6.2233 0.294 0.298 -0.456 0.264
O -0.0686 0.1200 -6.8416 -0.208 -0.183 0.282 -0.527
C -2.1294 -1.0134 -6.8487 -0.300 -0.173 0.030 -0.418
C -3.0108 -1.7501 -6.1701 0.104 0.155 -0.260 -0.395
C -2.7685 -2.1324 -4.7632 -0.418 -0.303 0.110 0.262
O -3.5719 -2.8023 -4.1416 0.257 0.213 -0.038 -0.550
H -1.3504 -1.9589 -3.1064 -0.023 -0.085 0.002 0.538
H 0.2947 -0.5837 -4.3719 0.037 0.018 -0.067 0.537
H -2.2909 -0.7237 -7.8794 0.049 0.015 0.015 0.422
H -3.9355 -2.0984 -6.6133 0.010 -0.019 0.052 0.437
C -1.5527 -1.8677 5.1669 -0.306 -0.215 -0.054 0.140
C -2.6979 -2.4224 5.5649 0.281 0.069 -0.360 0.007
C -3.1072 -2.4009 6.9858 -0.497 -0.205 0.327 0.090
O -4.1500 -2.9082 7.3492 0.323 0.137 -0.193 -0.523
C -2.1984 -1.7396 7.9463 0.303 0.176 0.056 -0.463
C -1.0527 -1.1847 7.5475 -0.209 -0.072 0.216 -0.388
C -0.6441 -1.2064 6.1274 0.418 0.237 -0.002 0.167
O 0.3999 -0.6991 5.7610 -0.258 -0.164 -0.018 -0.505
H -1.2367 -1.8745 4.1308 0.041 0.095 0.011 0.210
H -3.3754 -2.9100 4.8741 -0.077 0.012 0.065 0.378
H -2.5137 -1.7323 8.9821 -0.037 -0.026 -0.030 0.417
H -0.3757 -0.6972 8.2379 0.015 0.001 -0.052 0.446
```
Positions in Å, forces in eV/Å.

Output
Electronic energy: -58706.097 eV
LUMO: -3.713 eV
Charge: +1
Molecular weight: 642.73 g mol⁻¹
Gap between HOMO and LUMO: 7.568 eV



Entry 3:
Molecular formula: C4H5NO2
Method: DFT, ωB97M-V/def2-TZVPD

```
12
Properties=species:S:1:pos:R:3:forces:R:3:nbo_charge:R:1
O 1.0849 2.3620 -0.1092 -0.408 -0.489 -0.174 -0.499
C 0.6713 1.2433 -0.0124 -1.250 0.853 0.178 0.628
N 1.3936 0.0266 -0.0393 -0.449 0.264 1.029 -0.601
C 0.4822 -1.0086 -0.5910 -0.180 -0.009 0.054 -0.259
C -0.9004 -0.5931 -0.1020 -0.139 -0.010 -0.262 0.040
O -0.8539 -0.3890 1.3002 0.376 0.634 -0.083 -0.474
C -0.7775 0.7702 0.4280 -0.127 0.763 -0.768 -0.091
H 0.9659 0.1031 0.9634 2.335 -2.292 -0.049 0.388
H 0.7912 -1.9871 -0.2091 -0.175 0.170 -0.040 0.221
H 0.5069 -1.0454 -1.6863 0.209 0.233 0.216 0.213
H -1.8123 -0.9827 -0.5393 0.022 -0.076 0.204 0.211
H -1.5520 1.5008 0.5970 -0.213 -0.040 -0.305 0.224
```
Positions in Å, forces in eV/Å.

Output
Energy relative to the best compared isomer or geometry (same formula, charge and spin): 3.0401 eV
Electronic energy: -9811.275 eV
LUMO: 0.785 eV
Molecular weight: 99.09 g mol⁻¹
Structure (SMILES): O=C1NC[C@H]2O[C@@H]12
Gap between HOMO and LUMO: 10.681 eV



The lowest gap between HOMO and LUMO belongs to which entry?
C35H40N5O7